Below is a structure of composition C17H15BaBr4N4O3S2 in a non-equilibrium geometry, with properties calculated with ωB97M-V/def2-TZVPD.

Properties
Charge = -1
Strongest force on any atom = 0.0852 hartree/bohr
HOMO level = -3.996 eV
Orbital gap = 6.205 eV
M = 844.41 u
LUMO level = 0.081 Ha
Electronic energy = -12219.587078 a.u.
Relative energy (zero: lowest compared OMol25 entry of this formula, charge and spin) = 1.974 eV

Geometry as XYZ:
```
46
Properties=species:S:1:pos:R:3:mulliken_charge:R:1
Ba -0.2039 0.6687 0.8111 1.85
N 3.3017 -1.5735 3.4389 -0.42
C 2.5199 -0.6659 2.7765 0.52
S 0.9344 -0.4646 3.3808 -0.49
N 3.1358 -0.0644 1.7699 -1.40
N 2.3814 0.7230 0.9888 0.81
C 2.9928 1.3766 0.0687 -1.14
C 2.2701 2.2296 -0.8617 1.09
C 2.9590 2.9499 -1.8437 -0.81
C 2.2454 3.7351 -2.7295 -0.18
C 0.8636 3.8060 -2.6123 -0.82
C 0.2619 3.0866 -1.5912 -0.12
N 0.9367 2.3200 -0.7463 -0.17
H 2.9599 -1.8730 4.3334 0.24
H 4.2985 -1.5130 3.3037 0.25
H 4.0775 1.3064 -0.0348 0.22
H 4.0378 2.8819 -1.8995 0.35
H 2.7599 4.2930 -3.5021 0.41
H 0.2713 4.4059 -3.2890 0.39
H -0.8116 3.1290 -1.4279 0.45
Br -7.3031 -0.1331 -0.0193 -0.21
C -5.5788 0.6081 0.2392 0.10
C -5.4182 1.9674 0.4341 0.10
Br -6.9213 3.1241 0.4438 -0.21
C -4.1281 2.4795 0.6332 -0.04
Br -3.8387 4.3459 0.8409 -0.19
C -2.9804 1.6831 0.6748 0.50
O -1.7880 2.1599 0.8617 -1.11
C -3.1527 0.2564 0.4799 0.03
O -2.1089 -0.5194 0.5361 -0.67
C -4.4434 -0.2145 0.2472 -0.14
Br -4.5927 -2.0882 -0.0581 -0.20
O 0.3734 -0.7839 -0.9074 -0.79
S -0.4820 -2.0129 -0.8611 0.57
C 0.5575 -3.2407 -1.7945 -0.72
C 1.3155 -4.1230 -0.8005 -0.73
C 1.3514 -3.3514 0.5166 -0.41
C -0.0634 -2.8390 0.7078 -0.35
H 1.2244 -2.6132 -2.3836 0.32
H -0.0880 -3.8066 -2.4663 0.38
H 2.3193 -4.3586 -1.1582 0.35
H 0.7852 -5.0676 -0.6543 0.33
H 2.0299 -2.4990 0.4295 0.08
H 1.6870 -3.9668 1.3517 0.42
H -0.1532 -2.1249 1.5265 0.08
H -0.7947 -3.6389 0.8461 0.47
```

Below is a structure of composition C17H15BrO3Sm in a non-equilibrium geometry, with properties calculated with ωB97M-V/def2-TZVPD.

Properties
Charge = -1
Strongest force on any atom = 0.0665 hartree/bohr
HOMO level (spin up / spin down) = -4.829 / -4.892 eV
Orbital gap (spin up / spin down) = 7.435 / 7.498 eV
M = 497.57 u
Multiplicity = 6
LUMO level (spin up / spin down) = 0.096 / 0.096 Ha
Electronic energy = -4114.627226 a.u.

Geometry as XYZ:
```
37
Properties=species:S:1:pos:R:3:lowdin_spin:R:1
C -1.0784 -1.2387 -3.6687 0.00
C -1.1307 -2.2549 -2.6605 0.00
C -1.8699 -1.7137 -1.5303 0.00
H -0.6219 -3.2135 -2.6732 0.00
C -2.2691 -0.3683 -1.8628 -0.01
C -1.7644 -0.0670 -3.1805 -0.01
H -1.8405 0.9000 -3.6693 0.00
H -0.5577 -1.3227 -4.6168 0.00
H -1.9812 -2.1817 -0.5596 0.00
H -2.7711 0.3252 -1.1962 0.00
Sm 0.1045 -0.4557 -1.5920 5.05
Br 0.9805 -2.4017 -0.1854 -0.01
C 2.1648 0.7265 -1.4506 0.00
C 1.3257 1.5074 -2.3298 -0.01
C 1.1539 0.7484 -3.5496 0.00
H 0.8151 2.4330 -2.0666 0.00
C 1.8644 -0.4936 -3.4150 -0.01
C 2.5099 -0.5008 -2.1347 -0.01
H 3.0740 -1.3229 -1.7053 0.00
H 2.3812 0.9471 -0.4094 0.00
H 0.5317 1.0507 -4.3875 0.00
H 1.8832 -1.3135 -4.1287 0.00
O 1.5235 1.8712 2.3803 0.00
C 0.6318 1.2634 3.2008 0.00
C 0.8754 1.4843 4.5883 0.00
C 0.0390 0.9471 5.5528 0.00
C -1.0608 0.1764 5.1731 0.00
C -1.3067 -0.0548 3.8239 0.00
C -0.4818 0.4619 2.8140 0.00
C -0.8025 0.0724 1.3742 0.00
O -1.8678 -0.4674 1.1466 0.00
O 0.1200 0.2953 0.5154 -0.01
H 1.3484 1.8621 1.4081 0.00
H 1.7278 2.0946 4.8921 0.00
H 0.2371 1.1258 6.6111 0.00
H -1.7181 -0.2476 5.9344 0.00
H -2.1696 -0.6743 3.5576 0.00
```

Below is the molecule C17H15Cl2N5O2S, with properties calculated with ωB97M-V/def2-TZVPD.

Properties
Strongest force on any atom = 0.0166 hartree/bohr
HOMO level = -9.018 eV
Orbital gap = 8.974 eV
M = 424.31 u
LUMO level = -0.002 Ha
Electronic energy = -2399.696449 a.u.
Relative energy (zero: lowest compared OMol25 entry of this formula, charge and spin) = 0.022 eV

Geometry as XYZ:
```
42
Properties=species:S:1:pos:R:3:mulliken_charge:R:1
C 6.0799 2.8337 0.3227 -1.08
C 5.8464 1.8742 -0.8361 -0.24
H 5.9318 2.3888 -1.7953 0.31
H 6.5606 1.0448 -0.7898 0.30
O 4.5204 1.3486 -0.8160 -0.30
C 4.3013 0.2891 -0.0476 0.48
O 5.1459 -0.2535 0.6239 -0.62
C 2.8730 -0.1533 -0.1351 0.40
N 2.1579 0.4107 -1.1096 -0.58
C 0.8989 0.0515 -1.2429 0.34
N 0.2896 -0.8412 -0.4685 -0.38
C 0.9870 -1.3922 0.5024 0.42
C 2.3396 -1.0949 0.7468 0.69
C 3.0981 -1.7472 1.8460 -1.50
H 3.8074 -2.4627 1.4320 0.28
H 3.6762 -1.0132 2.4025 0.33
H 2.4172 -2.2691 2.5153 0.47
S 0.1298 -2.5694 1.4991 -0.44
C -1.4531 -2.3338 0.7858 0.72
N -1.9744 -3.1648 -0.0907 -0.94
N -3.1497 -2.6092 -0.3834 0.41
C -3.3073 -1.4640 0.3286 0.31
N -2.2393 -1.2855 1.0824 -0.44
C -4.4552 -0.5818 0.2830 0.88
C -5.5153 -0.7986 -0.5955 -0.97
C -6.5868 0.0787 -0.5902 0.35
C -6.6276 1.1652 0.2698 -0.68
C -5.5621 1.3682 1.1363 0.42
C -4.4780 0.5092 1.1511 -0.81
H -3.6466 0.6613 1.8197 0.59
Cl -5.5982 2.7140 2.2086 -0.21
H -7.4688 1.8390 0.2650 0.43
Cl -7.9000 -0.1857 -1.6760 -0.21
H -5.5188 -1.6299 -1.2819 0.39
H -3.7638 -3.0540 -1.0473 0.21
C 0.0942 0.6733 -2.3329 -1.14
H 0.6879 1.4319 -2.8323 0.32
H -0.8089 1.1140 -1.9162 0.27
H -0.2043 -0.0911 -3.0479 0.26
H 6.0142 2.2993 1.2673 0.30
H 7.0682 3.2761 0.2369 0.37
H 5.3329 3.6237 0.3103 0.30
```

Below is the molecule C17H15N3O3S in a non-equilibrium geometry, with properties calculated with ωB97M-V/def2-TZVPD.

Properties
Strongest force on any atom = 0.0221 hartree/bohr
HOMO level = -8.298 eV
Orbital gap = 8.832 eV
M = 341.39 u
LUMO level = 0.020 Ha
Electronic energy = -1444.949960 a.u.
Relative energy (zero: lowest compared OMol25 entry of this formula, charge and spin) = 2.744 eV

Geometry as XYZ:
```
39
Properties=species:S:1:pos:R:3:mulliken_charge:R:1
C 4.8672 -0.4722 -4.7098 -0.83
H 5.6540 -0.0433 -5.3283 0.24
O 3.8959 0.5386 -4.5760 -0.45
C 2.7831 0.2837 -3.8434 0.91
C 2.5080 -0.9213 -3.1979 -0.31
C 1.3397 -1.0681 -2.4791 -0.90
C 0.4175 -0.0257 -2.3822 0.55
C 0.7011 1.1797 -3.0303 -0.75
C 1.8631 1.3324 -3.7496 -0.50
H 2.0910 2.2576 -4.2548 0.43
H -0.0003 1.9989 -2.9664 0.34
C -0.8066 -0.1718 -1.6281 -0.25
N -1.0867 -1.2663 -1.0491 -0.34
O -2.2877 -1.2703 -0.3384 -0.20
C -2.4543 -2.4927 0.3397 -0.55
C -1.2151 -2.9414 1.1033 0.66
O -0.8602 -4.0954 1.1280 -0.63
N -0.4708 -1.9887 1.7501 -0.07
C -0.6682 -0.6657 2.0409 0.59
N 0.3124 0.0672 2.4254 -0.69
C -0.0896 1.3264 2.7607 -0.29
C 0.7344 2.3577 3.2005 -0.49
C 0.1682 3.5773 3.5063 -0.51
C -1.2030 3.7874 3.3794 -0.45
C -2.0403 2.7786 2.9428 -0.62
C -1.4784 1.5516 2.6382 0.92
S -2.2597 0.1064 2.0640 -0.17
H -3.1028 2.9363 2.8431 0.41
H -1.6196 4.7522 3.6261 0.38
H 0.7967 4.3848 3.8505 0.37
H 1.7938 2.1826 3.2945 0.45
H 0.4343 -2.3273 2.0652 0.25
H -2.7059 -3.3005 -0.3588 0.31
H -3.2906 -2.3363 1.0276 0.37
H -1.4739 0.6905 -1.5756 0.35
H 1.1206 -1.9981 -1.9788 0.42
H 3.1985 -1.7481 -3.2514 0.38
H 5.2853 -0.7578 -3.7395 0.34
H 4.4593 -1.3580 -5.2065 0.34
```

Below is a structure of composition C17H15N3ReSbSe4 in a non-equilibrium geometry, with properties calculated with ωB97M-V/def2-TZVPD.

Properties
Charge = +1
Strongest force on any atom = 0.0226 hartree/bohr
HOMO level (spin up / spin down) = -9.805 / -9.670 eV
Orbital gap (spin up / spin down) = 4.816 / 4.738 eV
M = 885.14 u
Multiplicity = 2
LUMO level (spin up / spin down) = -0.183 / -0.181 Ha
Electronic energy = -10745.173904 a.u.
Relative energy (zero: lowest compared OMol25 entry of this formula, charge and spin) = 0.114 eV

Geometry as XYZ:
```
41
Properties=species:S:1:pos:R:3:lowdin_spin:R:1
Re 0.3447 0.3079 -0.1710 0.78
C 0.0712 1.3872 -3.5688 0.01
C -0.9831 0.4492 -3.1056 0.01
C -1.9011 0.0243 -4.0773 0.00
C -2.9396 -0.8060 -3.7624 0.00
C -3.0847 -1.1927 -2.4335 0.00
C -2.1758 -0.7516 -1.5093 0.00
N -1.0923 0.0327 -1.8227 0.01
C -2.3423 -1.0897 -0.0849 0.00
C -3.4959 -1.6065 0.4752 0.00
C -3.5243 -1.8340 1.8406 0.00
C -2.4186 -1.5360 2.6192 0.00
C -1.2947 -1.0207 2.0009 0.00
N -1.2759 -0.8126 0.6775 0.01
C -0.0635 -0.6140 2.6993 0.00
C 0.1458 -0.9863 4.0002 0.00
C 1.2875 -0.5373 4.6562 0.00
C 2.1390 0.2818 3.9704 0.00
C 1.8972 0.6354 2.6350 0.01
C 2.8746 1.5661 2.0192 0.01
N 0.8143 0.1595 1.9786 0.01
H 0.4065 1.1145 -4.5686 0.00
H 0.9285 1.4395 -2.9235 0.00
H -0.3380 2.3994 -3.6267 0.00
H -1.7527 0.3742 -5.0896 0.00
H -3.6351 -1.1437 -4.5189 0.00
H -3.8982 -1.8357 -2.1339 0.00
H -4.3689 -1.8013 -0.1286 0.00
H -4.4218 -2.2217 2.3045 0.00
H -2.4505 -1.6765 3.6888 0.00
H -0.5635 -1.6240 4.5055 0.00
H 1.4872 -0.8203 5.6810 0.00
H 3.0307 0.6770 4.4372 0.00
H 3.8847 1.3263 2.3481 0.00
H 2.6603 2.5879 2.3426 0.00
H 2.8573 1.5740 0.9457 0.00
Se 4.7764 3.6147 -0.2313 -0.01
Sb 3.0413 2.8995 -1.6483 -0.01
Se 0.6216 2.6033 -0.3980 0.36
Se 2.3839 0.1158 -1.1889 -0.19
Se 2.8896 3.4703 -3.9245 -0.01
```

Below is a structure of composition C17H15NO3S2 in a non-equilibrium geometry, with properties calculated with ωB97M-V/def2-TZVPD.

Properties
Strongest force on any atom = 0.3059 hartree/bohr
HOMO level = -8.684 eV
Orbital gap = 8.383 eV
M = 345.44 u
LUMO level = -0.011 Ha
Electronic energy = -1733.247673 a.u.

Geometry as XYZ:
```
38
Properties=species:S:1:pos:R:3:mulliken_charge:R:1
C -3.7439 -1.8498 2.3792 -1.52
C -3.5807 -1.2721 0.9087 0.94
O -4.5106 -0.7628 0.2533 -0.63
O -2.4139 -1.2763 0.4391 -0.27
C -2.2115 -0.8476 -0.9741 -0.43
C -2.0731 0.7297 -0.6900 0.69
C -1.3505 1.3437 0.3572 0.31
S -1.3013 3.2038 -0.1917 -0.13
C -2.3745 3.0300 -1.5185 -0.24
C -2.5925 1.6617 -1.6704 -1.24
H -3.3384 1.5805 -2.4357 0.29
H -2.7522 3.9711 -2.0592 0.35
C -0.3815 0.7018 1.1461 -1.12
N 0.9600 0.7577 0.8024 0.47
C 2.0537 0.9321 1.3692 0.71
O 2.0042 1.4861 2.6893 -0.79
C 3.2267 0.2657 0.7439 0.02
C 4.5144 0.4065 1.0170 -1.05
C 5.4976 -0.0146 -0.0636 -0.68
C 4.8525 -0.6710 -1.0264 -0.25
C 3.4693 -0.7545 -1.4802 -1.00
C 2.5608 -0.0733 -0.3050 0.02
C 1.1832 0.0620 -0.3849 0.32
H 0.7202 0.5083 -1.1473 0.47
S 0.3796 -1.5535 -0.6845 -0.38
C -1.0000 -1.4106 -1.4942 -1.59
H -0.7622 -1.1050 -2.3964 0.83
H -1.3783 -2.2792 -1.7661 0.79
H 3.0416 -1.2599 -2.1639 0.66
H 5.5921 -1.2073 -1.7843 0.17
H 6.4715 -0.0036 0.1131 0.53
H 4.9009 0.9007 1.7048 0.79
H -0.2803 1.5972 2.1357 0.32
H -0.8497 -0.1999 1.5686 0.44
H -3.1731 -0.8996 -1.4253 0.92
H -4.7297 -2.0920 2.4976 0.48
H -3.6231 -1.0417 2.8449 0.49
H -3.0072 -2.5643 2.6916 0.32
```

Which of these has the highest M? C17H15N3ReSbSe4

Which formula does entry 6 have? C17H15NO3S2